Formula: H4O2
Source: OMol25
Level of theory: ωB97M-V with the def2-TZVPD basis set

Cartesian coordinates (Å):
O: 0.9497 -0.6591 1.5048
H: 0.2629 -0.9756 0.8598
H: 1.7793 -0.5261 0.9466
O: -0.9971 0.5235 -0.7687
H: -1.4270 1.3977 -0.9224
H: -0.5678 0.2397 -1.6201

## Properties
LUMO energy = 0.667 eV
Energy relative to the best compared isomer or geometry (same formula, charge and spin) = 0.294 eV
HOMO-LUMO gap = 11.7 eV

Formula: C20H25N3O2S
Source: OMol25
Level of theory: ωB97M-V with the def2-TZVPD basis set

Cartesian coordinates (Å):
C: 1.6706 3.4016 -2.5980
C: 1.8874 3.1030 -1.1451
C: 3.0428 3.5251 -0.4976
C: 3.2272 3.2712 0.8506
C: 2.2632 2.5834 1.5622
C: 1.1077 2.1352 0.9277
C: 0.1269 1.3719 1.7574
O: 0.1226 1.4429 2.9754
N: -0.7293 0.5883 1.0692
C: -1.7178 -0.2414 1.7220
C: -1.4933 -1.7267 1.3713
C: -2.7104 -2.3331 0.6617
N: -3.2248 -1.5503 -0.4410
C: -2.6042 -1.7814 -1.7300
C: -1.1475 -1.3287 -1.8196
O: -0.8219 -0.1522 -1.8076
N: -0.2387 -2.3221 -1.9018
C: 1.1924 -2.0625 -1.8903
C: 1.7376 -2.0287 -0.4997
C: 2.2043 -0.9551 0.1905
C: 2.5691 -1.2665 1.5207
C: 2.3723 -2.5721 1.8233
S: 1.7441 -3.4591 0.4903
C: -3.4436 -0.1381 -0.1234
C: -3.1347 0.1988 1.3328
C: 0.9237 2.4112 -0.4236
H: 1.2175 4.3871 -2.7114
H: 1.0024 2.6696 -3.0455
H: 2.6139 3.4022 -3.1403
H: 3.7997 4.0598 -1.0542
H: 4.1263 3.6096 1.3448
H: 2.3830 2.3776 2.6151
H: -0.6554 0.5164 0.0640
H: -1.5714 -0.0718 2.7941
H: -1.2829 -2.3062 2.2707
H: -0.6171 -1.7983 0.7263
H: -2.4634 -3.3313 0.2909
H: -3.5260 -2.4486 1.3827
H: -3.1779 -1.2187 -2.4726
H: -2.6873 -2.8466 -1.9631
H: -0.5323 -3.2796 -1.7910
H: 1.6842 -2.8336 -2.4894
H: 1.3459 -1.0833 -2.3519
H: 2.2846 0.0290 -0.2339
H: 2.9475 -0.5409 2.2167
H: 2.5533 -3.0828 2.7478
H: -2.8259 0.4934 -0.7678
H: -4.4957 0.0951 -0.3376
H: -3.8540 -0.2853 1.9939
H: -3.2239 1.2769 1.4734
H: 0.0292 2.0952 -0.9392

## Properties
LUMO energy = 0.408 eV
Energy relative to the best compared isomer or geometry (same formula, charge and spin) = 0.594 eV
HOMO-LUMO gap = 8.6 eV

Formula: C18H44Br4N2O7
Source: OMol25
Level of theory: ωB97M-V with the def2-TZVPD basis set

Cartesian coordinates (Å):
C: -12.7332 -15.8851 0.5628
N: -12.5494 -14.4143 0.4255
O: -11.7632 -13.8664 1.1868
O: -13.1070 -13.8766 -0.5158
H: -13.8114 -15.9548 0.7018
H: -12.2481 -16.1830 1.4873
H: -12.2943 -16.3858 -0.2899
C: -10.7758 -12.8616 9.2910
N: -11.7778 -12.8005 10.3937
O: -12.1426 -11.6835 10.6900
O: -12.1793 -13.8069 10.9095
H: -11.3106 -12.6347 8.3773
H: -10.4467 -13.8992 9.2573
H: -9.9253 -12.2512 9.5665
Br: -4.7065 -16.6345 6.4722
C: -6.3618 -17.4170 7.1220
C: -7.3080 -17.4876 5.9602
Br: -9.0232 -18.2643 6.6361
H: -6.7384 -16.8202 7.9490
H: -6.1432 -18.4007 7.5277
H: -6.9562 -18.2381 5.2595
H: -7.5230 -16.5364 5.4901
Br: -11.5002 -13.7488 5.6010
C: -11.2080 -15.3047 4.4465
C: -9.9123 -15.0068 3.7044
Br: -9.3270 -16.5350 2.6132
H: -11.9790 -15.3322 3.6827
H: -11.1663 -16.2042 5.0492
H: -9.0430 -14.8224 4.3266
H: -10.0662 -14.1258 3.0880
C: -5.4288 -14.2433 2.7724
C: -6.6470 -13.7076 2.0630
O: -7.5287 -12.8756 2.7850
C: -7.0067 -11.5675 3.0744
C: -8.1653 -10.7493 3.5914
H: -4.8542 -13.4855 3.3064
H: -5.7364 -14.9740 3.5309
H: -4.7863 -14.8224 2.1096
H: -6.3694 -13.2988 1.0813
H: -7.2821 -14.5483 1.7709
H: -6.1925 -11.7061 3.7886
H: -6.6586 -11.1064 2.1436
H: -8.7974 -11.3021 4.2876
H: -8.8217 -10.4448 2.7778
H: -7.7722 -9.8663 4.1004
C: -2.8442 -20.6949 2.1220
C: -4.1040 -20.9334 1.3349
O: -5.2654 -20.9300 2.1619
C: -5.7334 -19.7101 2.6867
C: -6.5954 -18.9745 1.6415
H: -2.7559 -19.6510 2.4256
H: -2.7302 -21.3962 2.9471
H: -1.9503 -20.8402 1.5050
H: -4.2573 -20.1506 0.5829
H: -4.1226 -21.8916 0.8213
H: -6.3222 -19.9305 3.5815
H: -4.8582 -19.1209 3.0010
H: -5.9192 -18.5590 0.8951
H: -7.1107 -18.1260 2.0994
H: -7.3031 -19.6835 1.2232
C: -10.1308 -6.9936 2.5194
C: -11.2714 -7.2605 3.4737
O: -11.4163 -8.6896 3.5457
C: -12.7095 -9.1021 3.9337
C: -12.8719 -10.5892 3.6033
H: -9.9371 -5.9180 2.4249
H: -9.1858 -7.3822 2.9008
H: -10.2728 -7.3693 1.5083
H: -11.0451 -6.9392 4.4967
H: -12.1904 -6.7592 3.1593
H: -12.9295 -8.9467 5.0022
H: -13.5057 -8.4882 3.4886
H: -12.1120 -10.8259 2.8505
H: -13.8292 -10.8569 3.1709
H: -12.4524 -11.1435 4.4446

## Properties
LUMO energy = 0.031 eV
Energy relative to the best compared isomer or geometry (same formula, charge and spin) = 0.000 eV
HOMO-LUMO gap = 9.6 eV

Formula: CH8NO3
Source: OMol25
Level of theory: ωB97M-V with the def2-TZVPD basis set

Cartesian coordinates (Å):
N: -0.3905 1.4124 -1.2566
C: 0.5177 1.2482 -0.0771
O: 0.4112 -0.0186 0.3441
H: -0.2687 1.0737 -2.2307
H: -1.2845 1.0951 -1.1232
H: 1.5149 1.4309 -0.4136
H: 0.0416 2.0164 0.6062
H: -1.1254 -0.4482 0.6205
H: -2.2504 -1.5302 0.7327
O: -2.1278 -0.5749 0.6539
H: 1.2792 -2.6113 0.7644
H: 1.5788 -1.1166 0.6321
O: 2.1039 -1.9770 0.7473

## Properties
LUMO energy = 4.318 eV
Energy relative to the best compared isomer or geometry (same formula, charge and spin) = 0.857 eV
Net charge = -1
HOMO-LUMO gap = 7.9 eV

| no. | E (eV) | HOMO level (eV) |
| --- | --- | --- |
| 1 | -4159.6448 | -11.0 |
| 2 | -40547.5905 | -8.2 |
| 3 | -316854.8854 | -9.6 |
| 4 | -8799.6148 | -3.6 |